[1]
Molecular formula: C17H21F3N2O6
Method: DFT, the ωB97M-V functional and the def2-TZVPD basis

```
49
Properties=species:S:1:pos:R:3:forces:R:3
O 3.3151 -2.2878 -3.0633 0.665 0.538 0.871
C 3.7367 -2.0989 -1.9351 -0.756 -0.222 -1.404
O 4.4871 -1.0231 -1.6020 -0.520 -1.056 0.190
C 3.2741 -3.0859 -0.8650 0.060 0.516 1.456
C 1.8828 -2.6959 -0.2864 -0.155 0.253 -0.111
C 1.8056 -1.2953 0.2923 -0.156 0.422 0.171
C 1.8965 -1.0728 1.6734 -0.022 0.447 -0.227
C 1.8190 0.2274 2.1867 -0.017 -0.103 -0.595
C 1.6811 1.3200 1.3225 0.023 -0.090 -0.329
C 1.5989 1.1240 -0.0691 0.206 -0.768 0.607
C 1.5019 2.2903 -1.0443 -0.069 -0.550 0.518
F 1.9721 3.4392 -0.4868 -0.348 -0.539 -0.499
F 0.2085 2.4912 -1.3948 0.926 0.206 -0.145
F 2.2371 2.0387 -2.1626 -0.682 0.413 0.578
C 1.6214 -0.1936 -0.5582 0.144 0.338 0.165
C 4.3579 -3.3199 0.1878 1.485 -0.193 -0.898
O 5.5320 -3.2624 -0.1344 -1.245 -0.039 0.740
O 3.9671 -3.7247 1.4182 -0.088 0.376 -0.557
H 4.6346 -0.5405 -2.4296 -0.047 0.041 -0.017
H 3.1525 -4.0496 -1.3620 0.106 0.104 -0.147
H 1.5881 -3.4237 0.4771 0.223 0.067 -0.133
H 1.1415 -2.7740 -1.0898 0.216 -0.027 0.010
H 2.0332 -1.9117 2.3502 -0.016 0.075 -0.119
H 1.8936 0.3905 3.2579 -0.035 0.009 -0.162
H 1.6581 2.3244 1.7375 0.035 -0.114 -0.129
H 1.5211 -0.3607 -1.6287 0.020 0.025 0.124
H 4.7962 -3.8667 1.9020 -0.048 -0.060 0.052
C -3.7872 -1.7439 -1.6378 0.296 0.500 0.038
N -3.6024 -0.9451 -0.4270 -0.725 -0.718 0.664
C -2.8204 0.1415 -0.3559 1.035 0.953 -1.120
O -2.1528 0.5141 -1.3172 -0.359 -0.200 0.699
C -2.7169 0.8695 1.0087 -0.762 0.492 0.349
C -3.9799 0.7797 1.8889 0.068 -0.174 -0.373
N -2.3316 2.2794 0.8710 0.791 -1.314 0.412
C -3.0096 3.1823 0.1583 -1.326 0.931 -1.007
C -2.3572 4.5351 -0.0066 0.106 -0.192 -0.065
O -4.1165 2.9798 -0.3247 0.264 -0.467 0.240
H -2.8230 -2.1219 -1.9835 -0.090 0.019 -0.024
H -4.2153 -1.1195 -2.4253 0.060 -0.106 0.003
H -4.4557 -2.5827 -1.4404 0.084 0.162 0.142
H -4.1414 -1.1860 0.3885 -0.021 0.007 -0.186
H -1.9144 0.3681 1.5495 0.223 0.081 -0.070
H -4.8509 1.1482 1.3453 0.086 0.021 0.053
H -3.8450 1.3822 2.7879 0.026 -0.083 -0.055
H -4.1563 -0.2522 2.1920 -0.070 -0.039 0.147
H -1.4167 2.5436 1.1898 0.116 -0.124 -0.129
H -2.9318 5.1129 -0.7290 0.019 -0.093 0.143
H -2.3460 5.0496 0.9515 0.113 0.140 0.062
H -1.3427 4.4068 -0.3774 0.161 0.137 0.063
```
Forces are in eV/Å.

Properties
maximum force = 1.9 eV/A
SMILES = O=C(O)C(Cc1cccc(C(F)(F)F)c1)C(=O)O.CNC(=O)[C@H](C)NC(C)=O
spin multiplicity = 1
E_HOMO = -9.396 eV

=====

[2]
Molecular formula: C17H21F3N4O9
Method: DFT, the ωB97M-V functional and the def2-TZVPD basis

```
54
Properties=species:S:1:pos:R:3:forces:R:3
O 0.8508 -0.3693 5.2608 0.640 -0.256 0.393
C -0.1628 0.1094 4.9045 -2.185 1.123 -0.969
O -0.6177 1.3532 5.0747 0.616 0.690 -0.040
C -1.8293 1.5845 4.3198 -0.539 -0.713 1.588
C -2.1105 0.2512 3.6289 0.535 0.507 0.636
F -1.8810 0.4073 2.3060 0.507 -0.243 -1.190
O -1.1546 -0.5491 4.2339 0.631 -2.237 -0.660
H -2.6074 1.7130 5.0686 -0.102 0.586 -0.057
H -1.6855 2.4397 3.6811 -0.044 0.056 -0.302
H -3.0662 -0.2738 3.6840 -0.088 0.485 0.439
O 2.0619 -1.2052 -5.7664 0.224 -1.369 2.599
C 2.1442 -1.6978 -4.6522 -1.463 1.638 -2.033
O 3.2413 -1.8729 -3.9416 0.427 -0.478 -0.265
C 2.9448 -2.5944 -2.7474 -1.114 -0.255 -0.476
C 1.4147 -2.4799 -2.5842 0.560 1.412 -1.864
F 1.0235 -1.4839 -1.7871 0.001 0.837 1.117
O 1.0446 -2.0567 -3.8954 0.234 -0.505 -0.706
H 3.0901 -3.6568 -2.8935 0.862 -0.184 0.044
H 3.5629 -2.0991 -2.0398 0.178 -0.216 1.230
H 0.8257 -3.3391 -2.3484 0.057 -0.798 0.306
O 0.1703 -2.7851 0.6353 -0.759 0.355 -0.388
C 0.8674 -2.4090 1.5115 1.097 -1.834 0.835
O 1.2931 -3.2089 2.5165 -0.987 -1.258 0.072
C 2.2175 -2.5980 3.4111 0.179 0.016 -0.546
C 2.4933 -1.3122 2.5760 -0.307 0.587 2.404
F 3.7189 -1.3271 2.0028 0.040 -0.036 -0.408
O 1.4757 -1.2358 1.6337 0.223 0.728 -0.891
H 1.7104 -2.3810 4.4054 0.866 -0.271 -1.308
H 3.1158 -3.3032 3.4718 -1.166 1.271 0.143
H 2.3256 -0.4242 3.1716 0.813 0.355 0.153
C -4.5371 -0.1775 -0.3422 1.669 -0.579 -1.643
C -4.9424 -0.5946 0.9400 -0.040 -0.303 0.857
N -5.2558 -1.0230 1.9500 -0.230 -0.131 0.925
H -3.6212 0.4418 -0.3518 -0.684 -0.083 0.101
H -5.3462 0.2419 -0.8766 -0.760 1.010 -0.450
H -4.3102 -1.0829 -0.9281 0.167 0.158 0.250
C -0.9748 1.0178 -4.5574 0.236 -1.770 1.281
C -1.6777 1.7695 -3.5598 0.064 0.436 -0.116
N -2.2716 2.3823 -2.8008 -0.374 0.421 0.797
H -1.1037 1.4674 -5.5139 0.360 0.234 -0.728
H -1.4638 0.0318 -4.5200 0.179 0.136 -0.491
H 0.0551 0.8268 -4.1983 -0.355 0.477 -0.704
C 0.8832 4.4533 -1.7069 1.957 -0.839 0.258
C 1.3541 3.3764 -2.5759 0.797 -2.084 -0.956
N 1.7130 2.4581 -3.2036 -0.759 2.011 1.268
H 1.2964 4.3619 -0.6962 0.326 0.112 -0.345
H -0.1291 4.3624 -1.5868 -2.778 -0.279 0.106
H 1.0790 5.3919 -2.1534 0.414 1.026 -0.268
C 0.3214 0.9985 -0.1309 0.605 -2.471 1.955
C 0.7678 1.6021 1.1157 -0.471 0.457 -1.501
N 1.0505 2.1712 2.0611 0.405 0.372 1.241
H -0.2341 1.5884 -0.7759 -1.125 1.519 -0.885
H -0.2916 0.1480 0.2408 0.210 0.308 -0.727
H 1.1614 0.5904 -0.6712 0.250 -0.131 -0.084
```
Forces are in eV/Å.

Properties
ΔE to the lowest compared entry with this formula, charge and spin = 0.450 eV
maximum force = 3.2 eV/A
SMILES = O=C1OC[C@@H](F)O1.O=C1OC[C@@H](F)O1.O=C1OC[C@@H](F)O1.CC#N.CC#N.CC#N.CC#N
spin multiplicity = 1
E_HOMO = -11.329 eV

=====

[3]
Molecular formula: C17H21IN6O5Pt
Method: DFT, the ωB97M-V functional and the def2-TZVPD basis

```
51
Properties=species:S:1:pos:R:3:forces:R:3
Pt -0.6332 -0.2273 0.7616 -0.478 -0.118 0.283
C 4.2478 1.6336 -1.3239 -0.172 0.066 -0.013
C 2.8984 1.0937 -1.6273 -0.318 -0.425 0.036
N 2.0522 1.7721 -2.3690 -0.079 0.428 -0.192
C 0.8812 1.2557 -2.7449 0.385 -0.414 0.158
C 0.5278 -0.1063 -2.5124 -0.250 0.345 -0.283
C -0.7581 -0.6326 -3.1136 -0.020 0.196 -0.104
O -1.8368 0.2250 -2.8088 0.549 -0.516 -0.559
C 1.3305 -0.8331 -1.6869 0.164 -0.212 0.106
C 1.1535 -2.2810 -1.4872 0.148 0.124 -0.271
N 1.2462 -2.8654 -0.3791 -0.530 -0.285 -0.394
C 1.0092 -2.6344 0.8888 0.248 -0.284 0.492
C 2.0069 -2.9114 1.8665 0.099 0.131 0.074
C 1.6857 -2.9486 3.1872 -0.026 -0.031 0.066
C 0.3519 -2.7195 3.6453 0.009 0.012 0.022
C -0.6312 -2.4283 2.7570 0.077 -0.055 0.064
C -0.3205 -2.2970 1.3602 -0.163 0.085 -0.122
I -1.9616 -2.5237 0.0195 0.080 -0.140 0.190
C 2.5021 -0.2163 -1.0676 0.115 0.236 0.013
O 3.1310 -0.7518 -0.1514 -0.042 0.019 0.132
H 4.5946 2.2646 -2.1390 -0.001 -0.063 -0.048
H 4.9557 0.8455 -1.0853 0.016 -0.036 -0.077
H 4.1719 2.2734 -0.4463 0.042 0.147 0.205
H 0.2038 1.8945 -3.2968 -0.004 0.062 0.047
H -0.9560 -1.6479 -2.7609 0.047 -0.080 -0.062
H -0.6656 -0.6726 -4.1986 -0.001 0.008 -0.055
H -1.9828 0.2077 -1.8453 -0.133 0.235 -0.416
H 1.0302 -2.8980 -2.3805 0.128 -0.015 0.108
H 3.0058 -3.1370 1.5187 -0.031 0.032 -0.024
H 2.4541 -3.2022 3.9075 -0.025 0.025 -0.002
H 0.1162 -2.8061 4.6985 0.046 -0.032 -0.028
H -1.6528 -2.2924 3.0847 -0.015 0.023 -0.039
N 0.8205 0.3685 2.5799 0.130 -0.029 -0.220
N 1.0122 1.7615 2.5450 0.455 0.161 -0.054
C 0.7306 2.3507 1.3553 0.175 -0.021 0.743
O 1.2780 3.5239 1.1688 0.017 0.110 -0.067
O -0.0117 1.8581 0.5225 -0.243 0.128 -0.849
H 0.4638 0.1060 3.4916 -0.149 -0.075 -0.016
H 1.6915 -0.1307 2.3976 0.092 0.036 0.083
H 1.7391 2.1681 3.1251 -0.029 -0.054 0.051
C -4.4228 1.3486 -2.0397 -0.122 0.142 -0.048
N -4.2316 1.8167 -0.6648 0.219 -0.120 -0.034
C -3.2098 1.4357 0.0965 -0.608 0.180 -0.076
N -3.1682 1.8655 1.3756 0.167 -0.097 -0.140
O -2.3359 0.6461 -0.3823 0.126 0.154 1.111
H -5.2810 1.8683 -2.4534 -0.057 0.000 0.058
H -4.6151 0.2779 -2.0671 0.013 -0.015 0.038
H -3.5571 1.5721 -2.6553 -0.035 0.027 0.063
H -4.9218 2.4355 -0.2744 -0.002 0.025 0.020
H -3.8221 2.5494 1.7163 -0.023 0.018 -0.010
H -2.3170 1.7453 1.8924 0.010 -0.036 0.040
```
Forces are in eV/Å.

Properties
ΔE to the lowest compared entry with this formula, charge and spin = 2.893 eV
maximum force = 1.1 eV/A
spin multiplicity = 5
net charge = +2
⟨S²⟩ = 6.06
E_HOMO (alpha / beta) = -14.154 / -14.790 eV